Below is a 13-piece molecular cluster, C33H95N13O21 overall at a distorted geometry, with properties calculated with ωB97M-V/def2-TZVPD.

Element x y z (Å)
C (1.69061, 2.76580, -0.06717)
C (1.95400, 3.76520, -1.20395)
O (2.90442, 3.43013, -2.14402)
O (2.66557, 3.07793, 0.99712)
H (1.88756, 1.73822, -0.37278)
H (0.67729, 2.82950, 0.32936)
H (2.26462, 4.72348, -0.78762)
H (1.02978, 3.86661, -1.77283)
H (3.73780, 3.55078, -1.68304)
H (2.71734, 2.30547, 1.56476)
C (1.17750, -4.57254, -3.61377)
C (1.12447, -5.95479, -2.85671)
O (0.03843, -6.09881, -1.94109)
O (0.05606, -4.47551, -4.56547)
H (2.11692, -4.37785, -4.13116)
H (1.00542, -3.77711, -2.88866)
H (2.06998, -6.15910, -2.35437)
H (0.93478, -6.79031, -3.53052)
H (-0.76244, -5.76430, -2.35134)
H (-0.77386, -4.61395, -4.10322)
C (3.04957, -1.00371, -4.06121)
C (3.28821, 0.50502, -4.20240)
O (3.52881, 0.68104, -5.61636)
O (1.86240, -1.40527, -4.79516)
H (2.88818, -1.15678, -2.99414)
H (3.89785, -1.57411, -4.43955)
H (4.02361, 0.84124, -3.47146)
H (2.31468, 0.94182, -3.97986)
H (2.77176, 0.29485, -6.06281)
H (2.26795, -2.04822, -5.38145)
C (-2.88527, -3.77594, -2.98964)
C (-3.52785, -4.05530, -1.58339)
O (-4.59886, -4.98188, -1.57481)
O (-2.31087, -4.99209, -3.51223)
H (-2.08292, -3.06293, -2.79999)
H (-3.53925, -3.25390, -3.68812)
H (-3.75927, -3.09099, -1.13101)
H (-2.69678, -4.48876, -1.02701)
H (-4.43051, -5.78101, -2.07945)
H (-3.01439, -5.63438, -3.63107)
C (-0.81246, 1.93575, 3.41252)
C (-0.01978, 3.09900, 4.00344)
O (-0.49993, 3.42251, 5.21721)
O (-2.22182, 2.18236, 3.30815)
H (-0.74526, 1.07169, 4.07358)
H (-0.50597, 1.67204, 2.40028)
H (-0.09553, 3.97470, 3.35884)
H (1.02487, 2.79666, 4.07686)
H (0.09175, 4.10444, 5.54354)
H (-2.52333, 1.78817, 2.48638)
C (-1.35691, -0.56850, -6.52185)
O (-2.54417, -0.56610, -6.84270)
N (-0.84377, -0.51590, -5.28991)
N (-0.38791, -0.62907, -7.39606)
H (0.10854, -0.76559, -5.06439)
H (-1.50700, -0.51616, -4.52819)
H (-0.61757, -0.74514, -8.37273)
H (0.53922, -0.51303, -7.01257)
C (-3.80045, 0.10565, -3.40297)
O (-2.73483, -0.41916, -3.10062)
N (-4.06923, 0.80476, -4.43196)
N (-4.91515, -0.25028, -2.79525)
H (-5.04791, 1.05164, -4.46842)
H (-3.44673, 0.95070, -5.21381)
H (-4.85968, -0.84176, -1.97843)
H (-5.84304, 0.05385, -3.05332)
C (-4.25377, 0.52341, 1.65336)
O (-3.12760, 0.81757, 1.43385)
N (-4.77756, 0.15365, 2.78649)
N (-5.15727, 0.62522, 0.72069)
H (-4.15623, 0.05688, 3.57686)
H (-5.61063, -0.41474, 2.84154)
H (-4.96305, 1.13025, -0.13214)
H (-6.08738, 0.51828, 1.09959)
C (-0.49295, -0.42146, -0.76820)
O (0.23561, -0.50610, 0.20392)
N (-0.13241, -0.86596, -1.98001)
N (-1.74652, -0.17062, -0.63605)
H (0.74938, -1.33753, -2.12202)
H (-0.80940, -0.97369, -2.72176)
H (-2.05133, 0.25149, 0.22941)
H (-2.42573, -0.22462, -1.38160)
C (2.84998, -0.33583, 3.01438)
O (2.77701, 0.85940, 2.67040)
N (2.30107, -1.28981, 2.26291)
N (3.24516, -0.77789, 4.15563)
H (2.41866, -2.20585, 2.67175)
H (1.75018, -1.10400, 1.43701)
H (3.72474, -0.09926, 4.72972)
H (3.49665, -1.74782, 4.28251)
C (-1.62860, -2.14425, 2.73060)
O (-1.41706, -2.54507, 4.07033)
C (-0.06226, -2.49701, 4.46737)
C (-0.00526, -2.37144, 5.97195)
N (-0.56266, -1.06425, 6.53884)
C (0.48589, -0.02863, 6.61892)
C (1.38320, -0.26764, 7.85141)
O (2.71995, 0.04906, 7.70621)
C (3.03766, 1.42179, 7.78590)
H (-2.67491, -2.36427, 2.51861)
H (-1.10780, -2.85364, 2.08745)
H (-1.35924, -1.11300, 2.50241)
H (0.37641, -1.55992, 4.12455)
H (0.45739, -3.38686, 4.11208)
H (1.03313, -2.51209, 6.27206)
H (-0.62672, -3.21298, 6.27805)
H (-1.34310, -0.69921, 6.01181)
H (0.03853, 0.95372, 6.77046)
H (1.15716, 0.05871, 5.76459)
H (1.56893, -1.34141, 7.87605)
H (0.92066, 0.01421, 8.79730)
H (2.59550, 2.11195, 7.06736)
H (4.10564, 1.51607, 7.58937)
H (2.81813, 1.78671, 8.78927)
C (8.46345, 1.01671, -0.82743)
O (7.39942, 0.19264, -0.55778)
C (6.15030, 0.74090, -1.12960)
C (4.86111, 0.14201, -0.52484)
N (4.63307, -1.16221, -1.20126)
C (3.69145, -2.03794, -0.45803)
C (3.49679, -3.34480, -1.24234)
O (4.49620, -4.29777, -0.90969)
C (4.41424, -4.94950, 0.27745)
H (9.42171, 0.57614, -0.55224)
H (8.29627, 1.84811, -0.14265)
H (8.60158, 1.47848, -1.80506)
H (6.10865, 0.55756, -2.20327)
H (5.99316, 1.80262, -0.93947)
H (3.99515, 0.76255, -0.75540)
H (4.94626, 0.04048, 0.55707)
H (5.53549, -1.59893, -1.07871)
H (2.69929, -1.58683, -0.44247)
H (3.94334, -2.26018, 0.57892)
H (3.57857, -3.12886, -2.30760)
H (2.47408, -3.68034, -1.07030)
H (3.41169, -5.35447, 0.41517)
H (4.78704, -4.25865, 1.03366)
H (5.02887, -5.84004, 0.14606)
C (-1.59211, 3.06115, -3.02071)
O (-1.41447, 3.70026, -1.73231)
C (-2.38457, 3.21189, -0.79304)
C (-2.70280, 4.24403, 0.33690)
N (-3.54592, 5.28887, -0.20420)
C (-4.22180, 6.15463, 0.76712)
C (-5.60599, 6.55327, 0.29004)
O (-6.48217, 5.45850, -0.03507)
C (-6.66405, 4.42216, 0.94379)
H (-1.48039, 1.98544, -2.88481)
H (-0.75533, 3.42495, -3.61700)
H (-2.54470, 3.26055, -3.51152)
H (-2.02888, 2.35547, -0.22021)
H (-3.30705, 2.88601, -1.27360)
H (-1.80902, 4.63408, 0.82384)
H (-3.35281, 3.72601, 1.04206)
H (-4.23741, 4.90937, -0.83500)
H (-3.61501, 7.03708, 0.97003)
H (-4.44377, 5.60023, 1.67897)
H (-5.50167, 7.29648, -0.50044)
H (-6.14734, 7.21377, 0.96737)
H (-7.15313, 4.82945, 1.82868)
H (-5.73822, 3.96006, 1.28642)
H (-7.29505, 3.60628, 0.59129)

Cartesian forces (eV/Å) of the 2 atoms listed first:
C 1.9 0.6 0.8
C -1.9 0.1 0.7

The orbital gap comes out at 8.155 eV. The value obtained for the LUMO energy is -0.31 eV.